(1)
DFT (ωB97M-V/def2-TZVPD) results for C19H14IN3O2OsSe2 as an isolated structure in a non-equilibrium geometry.

Computed properties:
HOMO energy (eV): -14.89
ΔE to the lowest compared entry with this formula, charge and spin (kcal per mole): 29.88

ORCA input file:
```
! wB97M-V def2-TZVPD RIJCOSX def2/J DEFGRID3
* xyz 2 1
Os -0.012 0.590 0.715
Se 1.670 1.132 2.492
Se 2.889 -0.854 2.074
C 2.872 -0.456 0.234
C 4.016 -0.605 -0.529
C 3.945 -0.348 -1.892
C 2.741 0.067 -2.440
C 1.653 0.218 -1.606
N 1.713 -0.031 -0.286
C 0.284 0.304 3.469
C 0.044 0.247 4.819
C -1.064 -0.501 5.219
C -1.822 -1.157 4.258
C -1.527 -0.996 2.909
N -0.497 -0.228 2.547
H 4.940 -0.913 -0.062
H 4.824 -0.461 -2.512
H 2.636 0.272 -3.495
H 0.690 0.527 -2.000
H 0.703 0.737 5.522
H -1.314 -0.585 6.268
H -2.655 -1.785 4.538
H -2.089 -1.483 2.126
O -3.185 2.962 1.091
C -3.181 1.865 0.622
N -2.033 1.033 0.513
C -2.351 -0.132 -0.061
O -1.355 -0.922 -0.180
C -3.776 -0.203 -0.362
C -4.573 -1.180 -0.926
C -5.929 -0.887 -1.061
C -6.446 0.336 -0.651
C -5.632 1.324 -0.084
C -4.297 1.033 0.050
H -4.166 -2.127 -1.253
H -6.591 -1.622 -1.497
H -7.502 0.530 -0.776
H -6.035 2.276 0.232
I 1.974 3.657 0.320
C 0.128 2.603 0.404
H -0.202 2.494 -0.651
H -0.602 3.226 0.910
*
```

(2)
DFT (ωB97M-V/def2-TZVPD) results for C19H14N6O3PtS2 as an isolated structure in a non-equilibrium geometry.

Computed properties:
HOMO energy (alpha / beta) (eV): -0.14 / -2.25

ORCA input file:
```
! wB97M-V def2-TZVPD RIJCOSX def2/J DEFGRID3
* xyz -2 3
Pt -0.412 -1.990 -0.006
C 3.715 -3.372 0.054
C 2.345 -3.398 0.049
N 1.589 -2.289 0.017
C 2.310 -1.072 0.004
C 3.704 -1.119 -0.016
N 4.434 -2.214 0.009
C 1.530 0.134 0.008
C 1.984 1.457 0.009
C 1.059 2.529 0.013
C -0.310 2.198 0.011
C -0.717 0.863 0.005
N 0.207 -0.119 0.009
C -2.061 0.351 0.000
C -3.206 1.152 -0.037
N -4.437 0.689 -0.013
C -4.547 -0.653 0.082
C -3.454 -1.493 0.124
N -2.206 -1.034 0.058
C 1.493 3.911 0.008
C 0.597 5.007 0.004
C 1.070 6.296 -0.003
N 2.361 6.637 -0.006
C 3.216 5.613 -0.003
C 2.856 4.288 0.005
H 4.297 -4.284 0.082
H 1.815 -4.340 0.068
H 4.264 -0.192 -0.056
H 3.046 1.635 0.004
H -1.069 2.962 0.020
H -3.111 2.231 -0.092
H -5.548 -1.053 0.122
H -3.600 -2.560 0.242
H -0.471 4.855 0.006
H 0.378 7.134 -0.007
H 4.265 5.896 -0.007
H 3.637 3.543 0.008
C -1.102 -3.928 -0.090
H -1.656 -4.221 0.812
H -0.363 -4.720 -0.272
O -3.073 -6.445 0.133
S -3.707 -5.159 -0.127
O -3.826 -4.326 1.071
O -4.948 -5.248 -0.887
S -2.347 -4.153 -1.417
*
```

(3)
DFT (ωB97M-V/def2-TZVPD) results for a 2-piece molecular cluster, C19H14NO5S2 overall in a non-equilibrium geometry.

Computed properties:
HOMO energy (eV): -4.28

ORCA input file:
```
! wB97M-V def2-TZVPD RIJCOSX def2/J DEFGRID3
* xyz -1 1
C 1.135 5.387 1.140
C 1.434 4.376 0.227
C 1.038 3.075 0.515
C 0.323 2.781 1.662
C 0.003 3.794 2.572
C 0.420 5.099 2.305
S -0.175 1.084 1.861
O 0.639 0.421 2.855
O -1.617 1.017 1.927
C 0.374 0.538 0.270
C -0.342 -0.496 -0.281
C 0.042 -0.958 -1.611
C 1.391 -0.975 -2.057
C 1.656 -1.037 -3.428
C 0.611 -1.195 -4.347
C -0.685 -1.439 -3.871
C -0.954 -1.370 -2.507
S 1.355 1.759 -0.659
O 0.737 2.179 -1.899
O 2.760 1.417 -0.602
H 1.453 6.404 0.909
H 1.947 4.570 -0.712
H -0.570 3.551 3.462
H 0.169 5.900 3.006
H -1.368 -0.610 0.138
H 2.218 -0.997 -1.347
H 2.688 -0.973 -3.772
H 0.822 -1.252 -5.418
H -1.494 -1.702 -4.552
H -1.944 -1.597 -2.116
N -0.909 -2.193 0.733
C -2.106 -2.850 0.423
O -2.840 -2.478 -0.518
C -2.460 -3.989 1.229
C -1.546 -4.489 2.121
C -0.299 -3.865 2.294
C -0.043 -2.696 1.592
H -3.438 -4.412 1.040
H -1.788 -5.376 2.694
H 0.465 -4.237 2.973
H 0.899 -2.167 1.750
*
```

(4)
DFT (ωB97M-V/def2-TZVPD) results for C19H15BrCrI5N2O as an isolated structure.

Computed properties:
HOMO energy (alpha / beta) (eV): -10.17 / -10.27

ORCA input file:
```
! wB97M-V def2-TZVPD RIJCOSX def2/J DEFGRID3
* xyz 1 5
Cr -1.487 0.124 -0.714
I -1.756 -5.600 4.290
C -1.700 -4.307 2.661
C -1.277 -4.770 1.421
C -1.235 -3.901 0.344
I -0.569 -4.578 -1.509
C -1.621 -2.564 0.468
O -1.589 -1.747 -0.584
C -2.030 -2.115 1.732
C -2.440 -0.680 1.922
N -1.385 0.233 1.371
C -1.447 1.641 1.827
C -1.819 2.599 0.720
C -2.141 3.916 0.998
C -2.454 4.768 -0.042
C -2.444 4.284 -1.343
C -2.117 2.964 -1.548
N -1.804 2.129 -0.540
C -2.067 -2.985 2.817
H -0.977 -5.801 1.294
H -2.579 -0.472 2.983
H -3.378 -0.451 1.409
H -0.494 -0.165 1.656
H -0.468 1.928 2.214
H -2.155 1.742 2.650
H -2.147 4.258 2.025
H -2.709 5.801 0.158
H -2.690 4.914 -2.187
H -2.097 2.543 -2.545
H -2.385 -2.622 3.787
Br 4.623 0.649 1.475
C 4.762 0.200 -0.349
C 6.027 0.168 -0.923
C 6.177 -0.156 -2.262
C 5.069 -0.452 -3.041
C 3.802 -0.426 -2.479
C 3.662 -0.099 -1.139
I 1.727 -0.104 -0.347
H 6.889 0.398 -0.312
H 7.168 -0.178 -2.695
H 5.185 -0.710 -4.086
H 2.934 -0.667 -3.078
I -0.405 -0.034 -3.255
I -2.158 0.325 -5.246
*
```

(5)
DFT (ωB97M-V/def2-TZVPD) results for C19H15BrN2O4STa as an isolated structure in a non-equilibrium geometry.

Computed properties:
HOMO energy (eV): -11.26

ORCA input file:
```
! wB97M-V def2-TZVPD RIJCOSX def2/J DEFGRID3
* xyz 1 1
Ta -0.943 -0.569 -0.057
Br 0.145 1.889 -3.139
C -1.372 2.403 -2.156
C -2.005 3.601 -2.459
C -3.103 3.980 -1.710
C -3.559 3.142 -0.702
C -2.890 1.960 -0.497
N -1.790 1.586 -1.188
C -3.360 0.953 0.517
O -4.128 1.202 1.389
O -2.761 -0.227 0.317
H -1.631 4.213 -3.266
H -3.604 4.916 -1.915
H -4.418 3.382 -0.092
O -0.236 -3.690 2.402
C 0.017 -2.570 2.101
O -0.457 -1.989 0.970
C 0.905 -1.657 2.883
C 1.738 -2.286 3.809
C 2.638 -1.559 4.565
C 2.710 -0.183 4.413
C 1.879 0.461 3.512
C 0.977 -0.266 2.741
S -0.061 0.781 1.724
H 1.663 -3.360 3.911
H 3.285 -2.066 5.267
H 3.410 0.398 4.998
H 1.919 1.537 3.401
C 2.518 0.331 -0.545
C 1.803 -0.509 -1.552
C 2.303 -1.064 -2.683
C 1.238 -1.757 -3.354
C 0.123 -1.594 -2.612
C -1.272 -2.112 -2.790
N 0.427 -0.831 -1.468
H 3.520 0.539 -0.915
H 2.618 -0.180 0.415
H 2.016 1.284 -0.384
H 3.323 -0.996 -3.025
H 1.323 -2.311 -4.275
H -1.337 -2.691 -3.708
H -2.008 -1.301 -2.871
H -1.563 -2.788 -1.973
*
```

(6)
DFT (ωB97M-V/def2-TZVPD) results for C19H15BrN3OReS2SbSe4 as an isolated structure.

Computed properties:
HOMO energy (eV): -15.69
ΔE to the lowest compared entry with this formula, charge and spin (kcal per mole): 0.00

ORCA input file:
```
! wB97M-V def2-TZVPD RIJCOSX def2/J DEFGRID3
* xyz 3 1
Re -0.236 0.170 -0.050
Br -3.321 4.868 4.802
C -2.613 3.465 3.790
C -3.027 2.152 4.032
C -2.510 1.101 3.300
C -1.579 1.345 2.301
O -1.139 0.255 1.609
C -1.142 2.657 2.050
C -0.062 2.958 1.168
N 0.516 2.094 0.393
C 1.743 2.411 -0.260
C 2.348 3.638 -0.367
C 3.610 3.757 -0.985
C 4.266 2.658 -1.462
C 3.665 1.381 -1.362
C 4.289 0.191 -1.783
C 3.651 -1.018 -1.617
C 2.379 -1.039 -1.064
N 1.729 0.068 -0.671
C 2.389 1.278 -0.782
C -1.670 3.711 2.818
H -3.754 1.960 4.810
H -2.827 0.086 3.495
H 0.333 3.969 1.216
H 1.883 4.537 0.015
H 4.063 4.735 -1.059
H 5.248 2.748 -1.909
H 5.277 0.234 -2.226
H 4.116 -1.947 -1.911
H 1.858 -1.977 -0.941
H -1.324 4.722 2.644
Se -1.733 -3.767 -1.660
Sb -2.254 -5.680 -0.351
Se -2.331 -2.491 1.596
Se -0.586 -2.216 0.098
Se -2.038 -4.745 1.975
S -1.843 1.217 -1.292
C -2.407 0.378 -2.743
N -1.986 0.736 -3.921
C -2.729 0.218 -5.085
C -3.611 -0.924 -4.562
S -3.690 -0.729 -2.743
H -1.294 1.470 -4.019
H -2.024 -0.132 -5.835
H -3.315 1.034 -5.508
H -3.198 -1.905 -4.784
H -4.624 -0.867 -4.953
*
```

(7)
DFT (ωB97M-V/def2-TZVPD) results for C19H15BrNO4V as an isolated structure in a non-equilibrium geometry.

Computed properties:
HOMO energy (alpha / beta) (eV): -14.65 / -14.65

ORCA input file:
```
! wB97M-V def2-TZVPD RIJCOSX def2/J DEFGRID3
* xyz 2 3
V 1.475 -0.835 0.186
O 7.048 -1.497 2.328
C 5.912 -1.270 1.706
C 5.817 -0.760 0.402
C 4.582 -0.560 -0.146
N 3.444 -0.832 0.543
C 3.585 -1.310 1.789
Br 1.851 -1.616 2.579
C 4.743 -1.563 2.440
H 7.825 -1.277 1.795
H 6.702 -0.520 -0.172
H 4.458 -0.163 -1.144
H 4.793 -1.946 3.448
O -0.583 -1.145 0.005
C -1.158 0.249 -0.292
C 0.126 1.077 -0.304
O 0.404 2.118 0.154
O 1.194 0.326 -1.013
C -1.705 0.310 -1.710
C -2.591 1.340 -2.014
C -3.087 1.458 -3.303
C -2.714 0.550 -4.284
C -1.828 -0.472 -3.983
C -1.309 -0.583 -2.701
C -2.146 0.558 0.794
C -1.878 1.375 1.891
C -2.844 1.541 2.876
C -4.063 0.893 2.783
C -4.331 0.069 1.694
C -3.380 -0.089 0.704
H -1.130 -1.807 -0.440
H -2.901 2.041 -1.250
H -3.777 2.257 -3.537
H -3.115 0.641 -5.284
H -1.535 -1.179 -4.747
H -0.594 -1.374 -2.505
H -0.948 1.913 1.989
H -2.638 2.194 3.714
H -4.810 1.030 3.552
H -5.284 -0.435 1.612
H -3.612 -0.708 -0.156
*
```

(8)
DFT (ωB97M-V/def2-TZVPD) results for C19H15CoN4O6S2 as an isolated structure in a non-equilibrium geometry.

Computed properties:
HOMO energy (alpha / beta) (eV): -5.60 / -5.51
ΔE to the lowest compared entry with this formula, charge and spin (kcal per mole): 27.33

ORCA input file:
```
! wB97M-V def2-TZVPD RIJCOSX def2/J DEFGRID3
* xyz -1 2
Co 0.100 -0.851 0.091
O -3.422 -0.540 2.171
C -2.281 -0.741 1.769
O -1.887 -1.034 0.600
C -1.120 -0.579 2.749
C -1.229 -0.404 4.117
C -0.066 -0.202 4.848
C 1.159 -0.144 4.194
C 1.177 -0.324 2.823
N 0.060 -0.551 2.144
C 2.402 -0.206 1.925
O 3.453 0.216 2.398
O 2.160 -0.526 0.715
H -2.212 -0.423 4.566
H -0.114 -0.077 5.923
H 2.084 0.052 4.717
C 1.967 4.244 -0.047
C 0.886 3.232 -0.226
C -0.456 3.361 -0.510
C -0.974 2.049 -0.564
N 0.007 1.186 -0.327
N 1.118 1.912 -0.132
C -2.370 1.616 -0.859
H 1.533 5.235 0.066
H 2.636 4.257 -0.909
H 2.557 4.015 0.842
H -1.008 4.276 -0.651
H 1.973 1.419 0.095
H -2.872 2.358 -1.480
H -2.943 1.493 0.061
H -2.358 0.650 -1.357
O -1.597 -4.725 1.259
S -0.982 -4.821 -0.034
O -1.452 -5.857 -0.916
N -0.986 -3.385 -0.840
C 0.226 -2.932 -1.009
S 0.574 -1.560 -1.999
C 1.315 -3.802 -0.476
C 2.683 -3.601 -0.539
C 3.513 -4.584 -0.016
C 2.984 -5.734 0.562
C 1.608 -5.926 0.638
C 0.799 -4.943 0.113
H 3.079 -2.694 -0.976
H 4.587 -4.459 -0.061
H 3.647 -6.488 0.967
H 1.188 -6.813 1.093
*
```

(9)
DFT (ωB97M-V/def2-TZVPD) results for C19H15MoN3O as an isolated structure in a non-equilibrium geometry.

Computed properties:
HOMO energy (alpha / beta) (eV): -14.40 / -14.39

ORCA input file:
```
! wB97M-V def2-TZVPD RIJCOSX def2/J DEFGRID3
* xyz 2 1
Mo -0.995 -0.048 0.940
C -1.313 -4.378 0.408
C -1.531 -3.072 0.850
N -0.830 -2.022 0.404
C 0.163 -2.277 -0.499
C 0.490 -3.576 -0.954
C -0.311 -4.642 -0.503
C 1.606 -3.728 -1.811
C 2.374 -2.639 -2.140
C 2.047 -1.351 -1.699
C 0.899 -1.138 -0.943
N 0.349 0.041 -0.455
C 0.734 1.287 -0.931
C 1.456 1.623 -2.070
C 1.795 2.955 -2.320
C 1.397 3.976 -1.491
C 0.554 3.700 -0.387
C 0.001 4.669 0.473
C -0.887 4.266 1.450
C -1.209 2.917 1.596
N -0.659 1.957 0.844
C 0.210 2.349 -0.134
H -1.934 -5.175 0.786
H -2.310 -2.861 1.578
H -0.125 -5.640 -0.872
H 1.864 -4.718 -2.156
H 3.259 -2.764 -2.747
H 2.734 -0.551 -1.920
H 1.729 0.882 -2.803
H 2.388 3.175 -3.195
H 1.687 4.994 -1.701
H 0.264 5.709 0.361
H -1.341 4.988 2.109
H -1.949 2.604 2.332
C -2.544 -0.307 3.561
O -1.913 -0.173 2.347
H -3.009 0.643 3.856
H -1.814 -0.597 4.332
H -3.326 -1.078 3.506
*
```

(10)
DFT (ωB97M-V/def2-TZVPD) results for C19H15N5O2S in the gas phase in a non-equilibrium geometry.

Computed properties:
HOMO energy (eV): -7.20
ΔE to the lowest compared entry with this formula, charge and spin (kcal per mole): 129.37

ORCA input file:
```
! wB97M-V def2-TZVPD RIJCOSX def2/J DEFGRID3
* xyz 0 1
O 2.663 1.166 -0.688
N -0.244 0.910 -0.828
N -1.934 -0.072 -2.214
N -1.180 -1.104 -2.300
O 3.427 1.594 1.415
S -2.288 2.418 -1.023
C -1.449 0.938 -1.348
C -2.758 -2.474 -3.501
C -0.996 2.973 -0.027
C 0.005 1.999 -0.024
C -1.492 -2.274 -2.995
C 1.239 1.983 0.843
C 1.601 -5.136 -3.688
C -1.604 2.889 5.058
C 0.281 -5.558 -3.558
C 1.932 -3.759 -3.588
C -0.489 3.736 5.063
C -1.705 1.905 4.066
C -0.726 -4.625 -3.296
C 0.908 -2.838 -3.336
C 0.480 3.609 4.059
C -0.725 1.774 3.061
C -0.430 -3.266 -3.246
C 0.386 2.617 3.064
N 1.421 2.434 2.140
N 2.423 1.573 0.422
C 2.765 2.089 2.601
H -2.934 -3.283 -4.214
H -3.551 -1.760 -3.301
H -0.960 3.866 0.532
H 2.380 -5.889 -3.781
H -2.424 3.040 5.754
H 0.081 -6.602 -3.646
H 2.977 -3.458 -3.689
H -0.426 4.489 5.823
H -2.579 1.244 4.054
H -1.732 -4.985 -3.132
H 1.225 -1.793 -3.265
H 1.293 4.289 4.041
H -0.873 1.001 2.325
H 3.293 2.979 2.953
H 2.718 1.359 3.412
*
```

(11)
DFT (ωB97M-V/def2-TZVPD) results for C19H16AuN3 as an isolated structure.

Computed properties:
HOMO energy (eV): -7.49
ΔE to the lowest compared entry with this formula, charge and spin (kcal per mole): 38.13

ORCA input file:
```
! wB97M-V def2-TZVPD RIJCOSX def2/J DEFGRID3
* xyz 0 1
Au 0.351 -1.890 -0.990
N 2.326 0.303 -1.424
C 3.206 -0.228 -0.489
C 4.497 -0.578 -0.876
C 5.392 -1.111 0.030
C 5.012 -1.294 1.348
C 3.723 -0.974 1.736
C 2.798 -0.463 0.833
C 1.426 -0.167 1.299
C 1.286 0.678 2.397
C 0.038 0.971 2.913
C -1.080 0.381 2.354
C -0.937 -0.482 1.282
C 0.302 -0.764 0.715
H 2.762 0.664 -2.260
H 1.600 0.897 -1.051
H 4.793 -0.424 -1.907
H 6.388 -1.376 -0.295
H 5.711 -1.698 2.065
H 3.413 -1.137 2.760
H 2.169 1.118 2.844
H -0.060 1.645 3.753
H -2.068 0.594 2.747
H -1.826 -0.945 0.875
N -4.136 -1.242 -2.223
C -2.906 -1.705 -2.576
N -1.938 -0.910 -2.245
C -2.536 0.162 -1.622
C -1.986 1.305 -1.049
C -2.850 2.202 -0.457
C -4.232 1.993 -0.437
C -4.800 0.874 -1.011
C -3.936 -0.036 -1.599
H -5.017 -1.703 -2.370
H -2.775 -2.643 -3.081
H -0.922 1.463 -1.052
H -2.453 3.091 0.010
H -4.869 2.720 0.044
H -5.868 0.708 -0.994
*
```